Formula: C6H24N2O6
Source: the Open Molecules 2025 dataset
Level of theory: ωB97M-V/def2-TZVPD

The expectation value of S² is 0.754. As for the molar mass: 220.3 u. Its spin multiplicity is 2. Its net charge is +1. The value obtained for the frontier orbital gap (spin up / spin down) is 9.910 / 3.204 eV. As for the HOMO energy (spin up / spin down): -12.7834 / -12.7822 eV. Its total energy is -803.4891 Ha.

Geometry as XYZ:
```
38
C6H24N2O6 ωB97M-V/def2-TZVPD
H 5.87 2.62 -2.27
C 5.35 1.69 -2.47
H -0.52 -3.37 3.43
H -1.22 0.13 3.42
H 2.44 -0.33 -1.25
N 0.52 2.95 -1.45
C -1.93 0.42 2.65
H 0.35 3.72 -2.09
O -1.99 1.84 2.74
H -2.82 -1.61 0.60
H 1.37 2.40 -1.53
O -0.08 -2.22 1.72
O 0.42 -1.13 -1.32
H -0.20 -0.59 -0.83
H 4.01 2.48 -1.12
H -1.45 3.80 -1.39
H 0.14 -2.60 0.87
H 5.34 1.53 -3.55
H -0.48 -4.04 1.68
H -1.28 2.12 2.16
C -0.79 -3.26 2.37
O -4.62 -2.17 -0.22
C -0.27 2.54 -0.52
H -2.79 -1.86 -1.06
N -1.36 3.29 -0.53
O -0.09 1.65 0.31
H -2.91 0.07 2.97
H 1.83 -1.28 0.23
H -4.97 -2.45 -1.07
C -3.21 -2.29 -0.15
C 1.80 -1.11 -0.85
O 3.99 2.03 -1.97
H -2.16 2.70 -0.32
H 5.93 0.89 -2.01
H -1.53 0.03 1.71
H -2.97 -3.35 -0.03
H -1.87 -3.25 2.49
H 2.17 -2.01 -1.34
```

Löwdin atomic charge list, values in e, 4 entries: atom 1 (H): 0.073, atom 2 (C): -0.095, atom 3 (H): 0.082, atom 4 (H): 0.175